1.
52
Properties=species:S:1:pos:R:3:mulliken_charge:R:1 method="wB97M-V/def2-TZVPD" relative_energy_kcal_mol=0.0 e_homo_ev=-1.29 multiplicity=1 gap_ev=5.67 energy_ha=-3022.138035 total_charge=-2
Ir 0.102 -0.666 0.155 2.044
C -1.041 -4.766 1.889 -1.667
C -1.031 -3.425 1.197 0.837
S 0.445 -2.495 1.442 -0.565
C -2.057 -2.977 0.467 0.361
C -3.306 -3.788 0.247 -1.619
S -2.034 -1.408 -0.331 -0.619
H -0.078 -4.956 2.364 0.429
H -1.229 -5.581 1.184 0.304
H -1.811 -4.816 2.666 0.306
H -3.573 -4.373 1.131 0.352
H -3.185 -4.484 -0.591 0.289
H -4.146 -3.133 0.008 0.399
O 5.513 -1.822 -2.525 -0.668
C 4.452 -1.584 -1.991 0.481
C 3.091 -2.080 -2.448 0.064
O 2.878 -2.762 -3.432 -0.710
C 2.144 -1.546 -1.468 0.984
C 2.812 -0.782 -0.491 0.945
O 2.165 -0.190 0.454 -1.217
C 4.244 -0.730 -0.756 0.094
O 5.115 -0.122 -0.153 -0.737
O 0.869 -1.686 -1.457 -1.148
Cl -3.067 -0.467 4.349 -0.286
C -1.779 -0.631 3.107 0.455
C -1.127 0.697 2.731 0.233
O -1.275 1.700 3.417 -0.753
O -0.419 0.666 1.660 -0.391
H -2.225 -1.092 2.232 -0.363
H -1.022 -1.301 3.507 0.273
C -3.122 1.948 0.506 -1.069
C -1.973 2.931 0.333 -0.276
C -1.314 2.853 -1.039 -1.098
S -0.173 1.462 -1.347 0.864
O -0.162 1.298 -2.820 -0.789
C 1.342 2.334 -0.847 -0.958
C 1.945 3.148 -1.979 -0.154
C 3.292 3.728 -1.560 -1.308
H -3.498 1.978 1.530 0.315
H -2.809 0.922 0.307 -0.006
H -3.945 2.187 -0.175 0.435
H -1.238 2.786 1.128 0.185
H -2.356 3.952 0.440 0.443
H -0.715 3.740 -1.251 0.377
H -2.049 2.745 -1.839 0.538
H 2.035 1.576 -0.484 0.376
H 1.067 2.944 0.018 0.398
H 1.267 3.948 -2.290 0.295
H 2.066 2.497 -2.847 0.312
H 3.186 4.398 -0.703 0.313
H 3.750 4.292 -2.376 0.400
H 3.981 2.932 -1.270 0.299



2.
47
Properties=species:S:1:pos:R:3:mulliken_charge:R:1 method="wB97M-V/def2-TZVPD" relative_energy_kcal_mol=434.3 e_homo_ev=-7.86 multiplicity=1 gap_ev=7.87 energy_ha=-1585.755275
O 0.904 -3.335 -1.066 -0.561
C 1.666 -2.548 -1.358 0.276
N 2.592 -2.214 -0.402 0.092
H 3.294 -1.499 -0.745 0.311
C 2.735 -2.865 0.706 -1.289
C 2.170 -1.829 1.814 -0.052
H 2.389 -0.734 1.450 0.077
H 2.475 -2.013 2.871 0.458
C 0.559 -2.308 2.004 -1.502
N -0.309 -1.203 2.547 -0.200
C 0.101 -0.848 4.149 -0.296
H 0.264 -1.863 4.636 0.328
C -1.107 -0.090 4.349 -1.003
H -0.811 0.397 5.626 0.232
O -1.434 1.008 3.730 -0.287
C -1.561 0.778 2.452 -0.797
C -0.516 0.013 1.638 -1.060
H -0.776 -0.333 0.762 1.167
H 0.174 0.634 1.781 0.653
H -1.825 1.717 1.972 0.200
H -2.620 -0.005 2.455 0.234
H -1.785 -0.626 4.760 0.666
H 1.013 -0.157 4.071 0.251
H 0.638 -3.032 2.655 0.585
H 0.003 -2.591 1.115 0.536
H 3.789 -2.804 1.188 0.311
H 2.386 -3.752 0.751 0.691
C 1.805 -1.975 -2.546 -0.684
H 1.896 -2.713 -3.453 0.396
H 2.887 -1.421 -2.857 0.173
C 0.694 -0.996 -2.780 -1.002
N 0.772 0.059 -2.020 0.425
C -0.295 0.985 -1.619 0.504
C -1.586 0.816 -2.088 -0.592
C -2.408 1.810 -1.500 0.347
C -2.029 2.925 -0.460 -1.888
C -0.754 2.859 -0.378 -0.015
C 0.368 2.201 -0.800 0.388
O 1.566 1.857 -0.670 -0.369
C 2.051 0.748 -1.254 0.253
O 3.135 0.552 -1.533 -0.462
H -0.004 3.865 0.388 0.017
H -2.564 3.570 -0.303 1.298
Cl -4.052 1.737 -1.910 -0.210
H -1.995 -0.073 -2.507 0.435
H 0.650 -0.501 -4.002 0.325
H -0.201 -1.383 -2.799 0.642



3.
51
Properties=species:S:1:pos:R:3:mulliken_charge:R:1 method="wB97M-V/def2-TZVPD" relative_energy_kcal_mol=6.5 e_homo_ev="-2.00 / -4.69" multiplicity=3 gap_ev="4.52 / 7.13" energy_ha=-2964.221606 total_charge=-1
Ti 0.091 0.850 0.248 0.131
O -2.611 1.023 2.393 -0.656
C -3.186 2.048 1.613 -0.603
C -3.108 1.799 0.121 -0.578
N -1.791 2.041 -0.485 0.716
C -1.397 3.455 -0.299 -0.700
C -0.487 3.655 0.897 0.345
O -0.342 4.752 1.395 -0.756
O 0.096 2.549 1.277 -0.309
C -1.823 1.724 -1.927 -0.822
C -0.415 1.732 -2.523 0.655
O -0.308 1.743 -3.740 -0.791
O 0.529 1.732 -1.645 -0.518
H -1.650 1.002 2.252 0.374
H -2.786 3.034 1.871 0.261
H -4.246 2.059 1.874 0.476
H -3.854 2.429 -0.383 0.391
H -3.377 0.757 -0.057 -0.038
H -2.271 4.106 -0.212 0.417
H -0.826 3.775 -1.170 0.497
H -2.446 2.435 -2.479 0.471
H -2.245 0.727 -2.059 0.334
C 2.779 -1.031 -2.644 -1.121
C 2.179 -2.249 -1.937 -0.263
C 0.795 -1.982 -1.456 -0.133
N 0.442 -0.893 -0.772 0.704
N -0.876 -0.849 -0.475 -0.174
C -1.533 -1.908 -0.826 0.348
N -2.864 -2.167 -0.483 -0.618
S -0.552 -3.109 -1.636 -0.364
H 3.822 -1.215 -2.914 0.390
H 2.736 -0.149 -2.004 0.170
H 2.216 -0.787 -3.546 0.326
H 2.824 -2.552 -1.103 0.029
H 2.146 -3.105 -2.618 0.423
H -3.297 -1.390 -0.005 0.280
H -3.424 -2.449 -1.278 0.244
Cl 2.648 0.936 0.857 -0.210
C 2.661 -0.723 1.465 0.680
C 3.792 -1.487 1.275 -0.778
C 3.751 -2.835 1.614 -0.296
C 2.564 -3.360 2.110 -0.725
C 1.454 -2.549 2.312 -0.332
C 1.463 -1.179 2.025 0.155
C 0.313 -0.274 2.209 -1.513
H 4.675 -1.043 0.832 0.368
H 4.620 -3.462 1.463 0.373
H 2.501 -4.414 2.352 0.357
H 0.541 -2.973 2.716 0.379
H 0.609 0.568 2.847 0.465
H -0.532 -0.796 2.658 0.536



4.
47
Properties=species:S:1:pos:R:3:mulliken_charge:R:1 method="wB97M-V/def2-TZVPD" relative_energy_kcal_mol=0.0 e_homo_ev="-13.86 / -14.35" multiplicity=5 gap_ev="8.29 / 5.62" energy_ha=-2198.734629 total_charge=+2
Ir -0.793 1.156 -0.293 2.025
N -2.781 0.179 -0.624 -0.705
C -3.329 0.653 -1.920 -0.614
C -2.251 0.622 -2.989 -0.651
N -1.019 1.332 -2.580 -0.277
C -0.932 2.768 -2.913 -0.658
C -1.494 3.649 -1.810 -0.540
N -0.848 3.326 -0.502 -0.619
H -3.449 0.336 0.125 0.300
H -2.616 -0.826 -0.642 0.265
H -4.167 0.036 -2.246 0.448
H -3.710 1.662 -1.769 0.271
H -1.974 -0.415 -3.184 0.441
H -2.654 1.032 -3.918 0.342
H -0.228 0.848 -2.987 0.238
H 0.121 3.008 -3.065 0.411
H -1.454 2.993 -3.846 0.365
H -1.338 4.697 -2.068 0.445
H -2.565 3.497 -1.690 0.250
H 0.097 3.701 -0.493 0.325
H -1.336 3.803 0.251 0.314
O 0.605 -0.290 -0.354 -1.266
C 0.943 -1.011 0.795 2.496
C -0.069 -2.086 1.106 -0.320
C -0.127 -3.343 0.597 -0.705
C -1.323 -4.037 0.951 -0.657
C -2.150 -3.282 1.714 -0.542
S -1.483 -1.731 2.033 0.030
C 2.329 -1.553 0.642 -0.477
C 2.980 -2.538 1.421 -0.515
C 4.282 -2.743 1.015 -0.656
C 4.630 -1.919 -0.059 -0.393
S 3.363 -0.910 -0.581 0.035
C 1.304 -0.113 1.973 -0.166
C 1.970 1.103 1.850 -0.690
C 2.297 1.673 3.088 -0.758
C 1.914 0.872 4.138 -0.500
S 1.137 -0.550 3.632 0.077
H 0.651 -3.772 -0.023 0.577
H -1.541 -5.054 0.663 0.458
H -3.096 -3.562 2.151 0.513
H 2.489 -3.060 2.231 0.529
H 4.961 -3.460 1.454 0.472
H 5.582 -1.903 -0.573 0.506
H 2.236 1.515 0.890 0.614
H 2.801 2.619 3.220 0.463
H 2.038 1.075 5.192 0.496